Entry 1:
Entry from OMol25: a cluster of 3 separate species, C20H14BrF2IN2 in total (ωB97M-V with the def2-TZVPD basis set).

Geometry as ORCA input:
```
! RIJCOSX wB97M-V def2-TZVPD def2/J DEFGRID3
* xyz 0 1
C 3.222 -4.276 4.223
N -0.248 -0.042 -3.624
C 1.660 -2.451 4.030
C 3.083 -4.245 5.603
C 2.229 -3.326 6.196
N 1.048 -2.389 -2.512
F 2.647 -3.401 2.114
C -3.751 3.567 -0.722
H 2.537 -1.873 -0.413
H -1.957 2.916 -3.519
C 0.301 -2.421 -3.580
C -0.308 -1.239 -4.109
F -5.504 5.110 -0.438
C 2.016 -1.001 -0.812
C 2.168 0.199 -0.201
H -2.152 2.208 -1.160
C -4.584 4.541 -1.238
H 3.642 -4.940 6.216
C 1.486 1.343 -0.727
C -2.698 3.375 -2.876
C -2.806 2.978 -1.549
H 2.119 -3.307 7.273
H -3.455 4.671 -4.410
Br -1.343 -1.463 -5.730
H 1.576 2.309 -0.232
C 1.516 -2.432 5.409
H 3.877 -4.991 3.743
C 1.194 -1.146 -1.961
H 0.155 -3.375 -4.087
H -3.845 3.277 0.317
H 0.231 2.095 -2.245
I 3.400 0.389 1.502
C -4.494 4.943 -2.556
C 0.726 1.211 -1.837
C -3.541 4.359 -3.378
H -5.165 5.705 -2.931
H 0.847 -1.717 5.870
H 1.119 -1.755 3.402
C 0.544 -0.032 -2.505
C 2.510 -3.377 3.453
*
```

Values from the calculation:
Kohn-Sham gap	8.41	eV
DFT total energy	-3951.4776	a.u.
structure (SMILES)	Brc1cnc2cc(I)ccc2n1.Fc1ccccc1.Fc1ccccc1
HOMO level	-9.1	eV

natural (NBO) population analysis, charges in e, atoms 1 to 5: -0.286, -0.372, -0.285, -0.191, -0.230

---

Entry 2:
Entry from OMol25: a structure of composition C20H14BrHgNO5 (ωB97M-V with the def2-TZVPD basis set).

Geometry as ORCA input:
```
! RIJCOSX wB97M-V def2-TZVPD def2/J DEFGRID3
* xyz -1 2
C -2.393 2.179 -2.988
H 0.711 2.286 6.049
C -1.253 1.722 -0.495
C 3.118 1.061 3.366
C 1.798 1.286 3.004
C -0.601 -4.056 -2.559
H -2.405 -5.210 -2.715
C -1.103 0.768 -1.495
H -3.845 -3.352 -1.935
C -2.221 -1.973 -1.711
H 4.521 1.091 4.977
H -2.851 -1.173 -1.341
O 3.744 0.698 1.122
C -1.685 1.011 -2.742
C -0.848 -1.758 -1.828
H -2.108 3.601 0.069
O 1.029 -0.173 -1.976
O 1.094 -1.502 0.403
C 3.494 1.273 4.686
Hg 3.342 -0.784 -0.899
C -2.776 -3.201 -2.036
H 1.482 1.110 1.985
C 0.934 1.729 3.987
C -2.531 3.128 -1.983
C -1.971 -4.249 -2.466
C -1.976 2.885 -0.735
O 5.260 0.272 2.764
H -3.073 4.048 -2.173
O -0.945 -0.636 0.994
H -1.581 0.267 -3.526
C -0.232 -0.470 -1.363
C 1.389 1.932 5.279
C 4.161 0.617 2.329
H -2.840 2.342 -3.962
N 2.651 1.697 5.634
C -0.046 -2.822 -2.243
H 1.033 -2.716 -2.267
H -0.832 1.547 0.485
H 0.045 -4.874 -2.856
C 0.005 -0.911 0.266
Br -0.885 2.104 3.591
H 1.186 -0.796 -2.694
*
```

Values from the calculation:
Kohn-Sham gap (spin up / spin down)	8.21 / 5.38	eV
relative energy (zero: lowest compared OMol25 entry of this formula, charge and spin)	51.7	kJ/mol
expectation value of S²	0.7553
DFT total energy	-3928.9962	a.u.
HOMO level (spin up / spin down)	-5.5 / -5.5	eV

natural (NBO) population analysis, charges in e, atoms 1 to 5: -0.247, 0.190, -0.184, -0.172, -0.163

---

Entry 3:
Entry from OMol25: a structure of composition C20H14Cl3LuO3P (ωB97M-V with the def2-TZVPD basis set).

Geometry as ORCA input:
```
! RIJCOSX wB97M-V def2-TZVPD def2/J DEFGRID3
* xyz 1 1
C 3.065 1.563 1.146
C -0.474 1.753 2.456
H 2.161 -5.465 0.488
C 0.043 3.806 -4.165
H -1.191 5.223 -3.131
C -0.585 4.331 -3.045
H 1.295 2.243 -4.938
C 4.216 2.026 1.761
H -2.003 -6.047 -0.346
C 3.516 4.277 1.267
O -0.569 -1.831 0.528
Cl -3.009 -3.415 -0.105
H -1.674 1.935 0.702
P 0.597 1.755 -0.121
Lu 0.807 -0.589 1.050
C 0.334 2.560 -1.700
C 0.813 2.654 -4.061
C 4.435 3.394 1.821
C 1.160 -5.074 0.359
C 0.102 -5.900 0.035
C 0.875 -3.736 0.520
H 4.935 1.336 2.184
C -0.711 2.312 1.053
Cl 2.236 -2.655 1.006
C -0.441 3.712 -1.811
H -0.074 4.293 -5.125
O 0.241 0.600 2.461
H 1.656 4.496 0.224
H -0.943 4.129 -0.947
H 3.696 5.342 1.313
H 5.329 3.773 2.298
O -0.892 2.301 3.423
C -1.180 -5.389 -0.102
C 2.365 3.800 0.658
C -0.381 -3.157 0.378
H 1.550 1.125 -2.758
C 2.123 2.432 0.597
Cl 0.382 -7.589 -0.189
H -0.783 3.393 1.132
H 2.939 0.487 1.079
C 0.956 2.028 -2.832
C -1.415 -4.037 0.071
*
```

Values from the calculation:
Kohn-Sham gap	8.31	eV
relative energy (zero: lowest compared OMol25 entry of this formula, charge and spin)	0.0	kJ/mol
DFT total energy	-3953.5937	a.u.
HOMO level	-11.8	eV

natural (NBO) population analysis, charges in e, atoms 1 to 5: -0.213, 0.807, 0.259, -0.168, 0.233

---

Entry 4:
Entry from OMol25: an isolated molecule of C20H14F3NO3 (ωB97M-V with the def2-TZVPD basis set).

Geometry as ORCA input:
```
! RIJCOSX wB97M-V def2-TZVPD def2/J DEFGRID3
* xyz 0 1
H 1.179 -2.802 1.115
C 5.892 -2.759 1.441
C 6.111 -1.427 1.829
F 9.462 4.886 0.815
H 5.302 -0.633 -0.023
H 5.598 -4.784 2.145
H 6.071 1.022 -1.425
O -0.879 -2.891 2.196
F 8.755 4.951 -1.271
C 1.517 -1.855 1.540
H 2.660 1.513 3.065
C 2.759 -1.326 1.204
C 7.609 2.474 -1.012
H 7.475 2.991 -1.950
F 10.645 3.956 -0.777
N -0.614 -1.777 2.714
H 6.833 -0.123 3.387
H 9.633 2.412 1.722
C 5.914 -3.769 2.410
C 6.815 1.373 -0.694
C 6.305 -3.499 3.730
H 6.341 -4.289 4.488
C 6.889 0.725 0.544
C 6.626 -1.165 3.103
C 0.655 -1.177 2.409
C 5.829 -0.312 0.881
H 3.371 -1.899 0.504
H 7.149 -1.970 5.025
O 4.408 0.457 1.616
C 1.064 0.056 2.955
C 8.582 2.903 -0.092
C 8.079 0.969 1.272
C 2.301 0.569 2.640
C 9.358 4.170 -0.337
C 8.834 2.130 1.026
C 6.741 -2.198 4.037
H 8.438 0.268 2.038
C 3.212 -0.116 1.779
O -1.407 -1.184 3.480
H 0.397 0.591 3.636
H 5.626 -2.993 0.394
*
```

Values from the calculation:
Kohn-Sham gap	7.97	eV
relative energy (zero: lowest compared OMol25 entry of this formula, charge and spin)	0.0	kJ/mol
DFT total energy	-1350.4815	a.u.
structure (SMILES)	O=[N+]([O-])c1ccc(O[C@H](c2ccccc2)c2ccc(C(F)(F)F)cc2)cc1
HOMO level	-8.8	eV

natural (NBO) population analysis, charges in e, atoms 1 to 5: 0.250, -0.219, -0.013, -0.321, 0.214

---

Entry 5:
Entry from OMol25: a structure of composition C20H14FMgN6O2 (ωB97M-V with the def2-TZVPD basis set).

Geometry as ORCA input:
```
! RIJCOSX wB97M-V def2-TZVPD def2/J DEFGRID3
* xyz -1 1
Mg -0.358 0.540 0.490
C -3.731 1.466 0.672
H 0.753 -1.695 -1.158
C 2.378 1.164 -1.476
C -0.935 3.374 1.050
C 0.136 -2.237 -0.449
H -3.441 -2.193 -1.234
H -1.971 -1.790 2.121
C -1.666 5.331 0.021
C -0.622 -1.523 0.480
C 3.746 1.060 -0.832
C 3.519 0.667 0.486
N -2.213 6.077 -0.674
C 4.558 0.389 1.347
H -1.955 -4.258 2.055
C 2.036 0.600 0.648
N -1.033 4.607 0.869
N -0.795 2.270 1.415
O 2.161 1.401 -2.648
H -2.136 -1.138 -1.774
F -0.647 -5.697 0.330
C -1.375 -3.678 1.349
H 6.695 0.262 1.485
C 0.142 -3.623 -0.518
C -3.655 -0.140 -0.735
C -0.623 -4.325 0.390
H 5.216 1.531 -2.327
H 0.729 -4.149 -1.259
H -5.756 -0.335 -0.937
N -4.969 0.127 -0.512
C -5.026 1.160 0.387
N 1.451 0.885 -0.521
H 7.102 1.024 -0.807
H -3.705 -1.119 -2.618
N -2.894 0.656 -0.031
C 5.853 0.510 0.853
C -1.365 -2.291 1.376
C -3.212 -1.213 -1.653
C 6.085 0.929 -0.448
H -3.355 2.214 1.336
C 5.030 1.213 -1.312
O 1.436 0.314 1.675
H -5.957 1.561 0.729
H 4.370 0.069 2.361
*
```

Values from the calculation:
Kohn-Sham gap	8.12	eV
relative energy (zero: lowest compared OMol25 entry of this formula, charge and spin)	77.1	kJ/mol
DFT total energy	-1549.7157	a.u.
HOMO level	-5.6	eV

natural (NBO) population analysis, charges in e, atoms 1 to 5: 1.714, -0.080, 0.197, 0.648, 0.601